An isolated molecule of C20H22O8S. Source: the Open Molecules 2025 dataset; level of theory: ωB97M-V/def2-TZVPD.

Bonds (Å) are listed after each position.
Cartesian coordinates (Å):
1 C 4.839 1.393 -2.520  C2 1.496, H30 1.294, H31 1.234, H32 1.071
2 C 5.537 2.182 -1.458  C1 1.496, O3 1.416, H33 1.166, H34 1.000
3 O 5.576 1.198 -0.440  C2 1.416, C4 1.513
4 C 4.427 1.118 0.541  O3 1.513, O5 1.202, C6 1.341
5 O 3.315 1.567 0.468  C4 1.202
6 C 4.817 0.328 1.553  C4 1.341, O7 1.439, H35 1.225, H36 1.209
7 O 3.652 -0.206 2.208  C6 1.439, C8 1.310
8 C 2.931 -1.102 1.580  O7 1.310, C9 1.295, C29 1.379
9 C 3.080 -1.290 0.308  C8 1.295, C10 1.534, H37 1.236
10 C 2.132 -2.240 -0.435  C9 1.534, C11 1.388, H38 1.063
11 C 1.130 -2.939 0.224  C10 1.388, S12 1.681, C28 1.620
12 S -0.102 -3.897 -0.399  C11 1.681, O13 1.620, O14 1.374, C15 1.818
13 O 0.395 -3.812 -1.938  S12 1.620
14 O -0.187 -5.030 0.374  S12 1.374
15 C -1.662 -2.964 -0.401  S12 1.818, C16 1.549, C27 1.365
16 C -2.764 -3.397 0.598  C15 1.549, C17 1.288, H39 1.265
17 C -3.823 -2.666 0.646  C16 1.288, C18 1.299, H40 1.199
18 C -4.023 -1.477 0.163  C17 1.299, O19 1.331, C26 1.737
19 O -5.241 -0.956 0.296  C18 1.331, C20 1.403
20 C -5.298 0.363 -0.178  O19 1.403, C21 1.565, H41 1.068, H42 0.945
21 C -4.387 1.487 0.421  C20 1.565, O22 1.155, O23 1.236
22 O -3.772 1.080 1.310  C21 1.155
23 O -4.394 2.606 -0.102  C21 1.236, C24 1.270
24 C -3.638 3.465 0.449  O23 1.270, C25 1.557, H43 1.161, H44 0.960
25 C -3.854 4.807 -0.309  C24 1.557, H45 1.124, H46 1.265, H47 1.288
26 C -2.917 -0.833 -1.012  C18 1.737, C27 1.532, H48 0.993
27 C -1.660 -1.702 -0.923  C15 1.365, C26 1.532, H49 0.961
28 C 0.876 -2.253 1.670  C11 1.620, C29 1.225, H50 1.178
29 C 1.733 -1.508 2.129  C8 1.379, C28 1.225, H51 1.323
30 H 4.758 2.112 -3.593  C1 1.294
31 H 3.656 1.122 -2.297  C1 1.234
32 H 5.435 0.576 -2.872  C1 1.071
33 H 4.895 3.128 -1.229  C2 1.166
34 H 6.442 2.514 -1.721  C2 1.000
35 H 5.626 -0.577 1.393  C6 1.225
36 H 5.457 0.779 2.475  C6 1.209
37 H 4.175 -1.239 -0.262  C9 1.236
38 H 2.292 -2.619 -1.415  C10 1.063
39 H -2.557 -4.601 0.925  C16 1.265
40 H -4.738 -3.209 1.199  C17 1.199
41 H -6.283 0.587 0.170  C20 1.068
42 H -5.349 0.581 -1.095  C20 0.945
43 H -3.932 3.754 1.535  C24 1.161
44 H -2.685 3.398 0.544  C24 0.960
45 H -4.825 5.369 -0.250  C25 1.124
46 H -3.498 4.738 -1.521  C25 1.265
47 H -3.220 5.685 0.389  C25 1.288
48 H -2.960 0.124 -1.276  C26 0.993
49 H -0.914 -1.522 -1.502  C27 0.961
50 H 0.003 -2.848 2.191  C28 1.178
51 H 1.505 -1.176 3.389  C29 1.323

Results
* LUMO energy: -0.0045 Ha
* energy: -48295.0977 eV
* Kohn-Sham gap: 8.276 eV